[1]
A 3-piece molecular cluster, C4H10NO3 overall, computed with ωB97M-V with the def2-TZVPD basis set.

E_HOMO (alpha / beta)   -0.371 / -0.521 Ha
Net charge   +1
Energy above the lowest of the compared OMol25 structures with the same formula, charge and spin   71.21 kcal per mole
Orbital gap (alpha / beta)   0.2438 / 0.2324 Ha
2S+1   3

Atoms and positions in Å:
C  2.22054  0.98657  -0.99531
C  2.00321  0.00265  -0.04656
C  -1.55561  -0.60688  -0.09640
C  -0.75153  0.44908  -0.12910
N  -0.28367  1.01342  -1.34273
O  2.28626  -0.74709  0.79599
O  0.17401  -2.71165  0.28950
O  -0.26896  1.23447  0.98212
H  2.81048  0.57183  -1.79392
H  2.71938  1.96018  -0.59504
H  -1.96418  -0.93543  -0.99391
H  -1.80638  -1.11616  0.81858
H  -0.57770  0.49558  -2.16659
H  -0.77443  1.93631  -1.45081
H  1.06770  1.43914  -1.23589
H  0.83611  -2.71924  1.04460
H  -0.60310  -3.24252  0.48074
H  -1.04129  1.53875  1.61848

Population analysis type Löwdin, resulting atomic charges in e: -0.032, -0.248, 0.173, -0.368, 0.138, 0.178, -0.070, 0.022, 0.111, 0.150, 0.084, 0.104, 0.161, 0.189, 0.085, 0.086, 0.045, 0.193

---

[2]
A 2-piece molecular cluster, C4H10NO5P overall, computed with ωB97M-V with the def2-TZVPD basis set.

E_HOMO (alpha / beta)   -0.350 / -0.349 Ha
Net charge   0
Energy above the lowest of the compared OMol25 structures with the same formula, charge and spin   189.65 kcal per mole
Orbital gap (alpha / beta)   0.2950 / 0.2948 Ha
2S+1   1

Atoms and positions in Å:
C  -0.70906  2.00989  -0.26762
C  -0.46584  -3.20113  -0.51300
C  0.58258  2.61190  -0.12505
C  -0.54479  -1.72544  -0.10772
N  3.18699  -0.43516  -0.32117
O  3.55058  -0.35523  -1.44191
O  3.64378  -1.16669  0.50586
O  1.56640  0.52412  1.84453
O  1.74309  1.82863  -0.42366
O  0.34754  -1.02354  -0.81180
P  1.79223  0.45272  0.42054
H  -0.66922  1.10382  0.29003
H  -1.33161  2.76506  0.20554
H  -1.04575  1.86431  -1.32339
H  -0.95820  -3.79039  0.15692
H  -1.15883  -3.45163  -1.44176
H  0.49804  -3.58232  -0.65935
H  0.59082  2.86693  0.92190
H  0.66523  3.42512  -0.74477
H  -0.52263  -1.62212  0.93002
H  -1.55232  -1.17077  -0.30766

Population analysis type Löwdin, resulting atomic charges in e: -0.090, -0.067, -0.314, -0.449, -0.489, 0.118, 0.069, -0.200, -0.172, -0.204, 0.898, 0.043, 0.103, 0.119, 0.022, 0.119, 0.054, 0.121, 0.107, 0.079, 0.132

---

[3]
One molecule with the formula C4H10NO6PS2, computed with ωB97M-V with the def2-TZVPD basis set.

E_HOMO   -0.326 Ha
Net charge   0
Energy above the lowest of the compared OMol25 structures with the same formula, charge and spin   0.00 kcal per mole
Orbital gap   0.3336 Ha
2S+1   1

Atoms and positions in Å:
C  -1.58379  0.49057  -2.24163
C  -0.55043  -0.63466  -2.19142
O  -0.24466  -1.10650  -0.88296
C  0.58506  -0.34008  -0.06935
N  1.65851  0.34629  -0.65795
O  1.16999  -1.36189  0.81738
S  -0.04477  -1.96780  1.67632
O  -0.66850  -3.06750  1.04706
O  0.36034  -2.14408  3.02492
O  -0.96603  -0.63297  1.59289
C  -0.18827  0.43341  1.02367
O  -0.95010  1.50563  0.62936
P  0.88474  1.09789  2.45106
S  2.21663  2.42195  1.93191
H  -1.13320  1.47202  -2.36855
H  -2.27038  0.30130  -3.06205
H  -2.17291  0.47807  -1.32965
H  -0.98441  -1.49612  -2.68931
H  0.34588  -0.38216  -2.75666
H  2.19177  -0.28343  -1.24749
H  1.35263  1.10593  -1.25342
H  -0.35695  2.09267  0.14568
H  -0.10188  1.65018  3.27755
H  1.45075  0.02126  3.13266

Population analysis type Löwdin, resulting atomic charges in e: -0.054, -0.209, -0.044, -0.570, 0.164, -0.128, 0.617, -0.186, -0.230, -0.140, -0.630, 0.032, 0.468, 0.122, 0.071, 0.078, 0.079, 0.126, 0.112, 0.122, 0.104, 0.103, 0.006, -0.011

---

[4]
One molecule with the formula C4H10NOP, computed with ωB97M-V with the def2-TZVPD basis set.

E_HOMO (alpha / beta)   -0.289 / -0.360 Ha
Net charge   0
Energy above the lowest of the compared OMol25 structures with the same formula, charge and spin   11.28 kcal per mole
Orbital gap (alpha / beta)   0.3273 / 0.3032 Ha
2S+1   3

Atoms and positions in Å:
C  -1.80350  -0.00655  0.10917
C  -1.25115  0.50025  -1.13696
C  -1.08048  -1.30832  0.61050
C  2.19761  1.25280  -0.00961
N  1.10977  0.55631  0.61455
O  0.97478  -1.45968  -1.11046
P  0.69939  -0.98719  0.26961
H  -1.95397  0.83838  0.82739
H  -2.82728  -0.33703  -0.09026
H  -1.22160  0.03525  -2.10566
H  -1.12727  1.59421  -1.16131
H  -1.18520  -1.62105  1.70614
H  -1.48361  -2.13108  0.03896
H  1.97255  2.34244  0.05756
H  3.01014  1.17965  0.81178
H  2.67669  0.97281  -0.90017
H  1.29315  -1.42119  1.46879

Population analysis type Löwdin, resulting atomic charges in e: -0.346, -0.043, -0.262, -0.176, -0.136, -0.372, 0.538, 0.115, 0.098, 0.057, 0.062, 0.098, 0.078, 0.086, 0.119, 0.051, 0.034

---

[5]
A 2-piece molecular cluster, C4H10NOP overall, computed with ωB97M-V with the def2-TZVPD basis set.

E_HOMO (alpha / beta)   -0.264 / -0.335 Ha
Net charge   0
Energy above the lowest of the compared OMol25 structures with the same formula, charge and spin   41.01 kcal per mole
Orbital gap (alpha / beta)   0.3011 / 0.2902 Ha
2S+1   3

Atoms and positions in Å:
C  -0.00515  -1.88535  0.99118
C  2.08964  -0.42071  1.56371
C  -2.18116  1.30738  -2.10974
C  1.15631  -1.57214  1.50645
N  -0.18388  0.09400  -0.87471
O  -1.67270  1.19273  0.63836
P  -1.77137  0.29221  -0.64806
H  -0.73951  -2.60758  0.89768
H  2.92678  -0.55346  2.26807
H  1.50434  0.39602  1.86759
H  2.59879  -0.16441  0.67823
H  -2.62324  0.67076  -2.84856
H  -2.91297  2.00705  -1.70976
H  -1.38815  1.90228  -2.57242
H  -1.06024  2.01627  0.46822
H  1.31867  -2.33320  2.24731
H  -0.00948  -0.70005  -1.43761

Population analysis type Löwdin, resulting atomic charges in e: 0.056, -0.115, -0.261, -0.277, -0.141, -0.333, 0.622, 0.002, 0.079, 0.051, 0.051, 0.019, 0.030, 0.042, 0.125, 0.076, -0.026

---

[6]
An isolated ion of composition C4H10NOS and charge -1, computed with ωB97M-V with the def2-TZVPD basis set.

E_HOMO   -0.101 Ha
Net charge   -1
Energy above the lowest of the compared OMol25 structures with the same formula, charge and spin   54.13 kcal per mole
Orbital gap   0.2281 Ha
2S+1   1

Atoms and positions in Å:
C  1.82697  0.62895  -0.27055
C  0.45009  0.04959  -0.00626
C  -0.26327  -0.27639  -1.30766
S  0.28380  -1.87979  -1.99791
N  -0.36413  0.91501  0.80885
C  -1.56635  0.18283  1.43059
O  -2.09076  -0.76364  0.67731
H  2.43129  -0.05671  -0.85962
H  1.72918  1.55607  -0.85404
H  2.32572  0.93432  0.65016
H  0.57495  -0.93552  0.47189
H  -1.30975  -0.43866  -1.04162
H  -0.14602  0.53152  -2.03741
H  -0.64753  -2.55415  -1.33207
H  0.20974  1.26985  1.56507
H  -1.17762  -0.17436  2.42300
H  -2.26632  1.01109  1.68025

Population analysis type Löwdin, resulting atomic charges in e: -0.097, -0.563, -0.536, 0.636, -0.049, -0.536, -0.314, 0.056, 0.070, 0.061, 0.114, 0.037, 0.068, -0.158, 0.073, 0.070, 0.068